Entry from the Open Molecules 2025 dataset: a 13-piece molecular cluster, C45H78O39 overall (ωB97M-V/def2-TZVPD).

**Energy relative to the best compared isomer or geometry (same formula, charge and spin)**: 0.00 kcal per mole
**LUMO energy**: 0.0049 Ha
**Kohn-Sham gap**: 0.3892 hartree

Last columns: bonded neighbours and bond lengths (Å).
Element x y z (Å)
1 H 4.9562 4.8350 2.4713  C138 1.083
2 O 0.1340 1.2139 -5.4558  C32 1.443, C49 1.352
3 H -3.2552 3.6739 6.3415  C75 1.092
4 H -0.1704 -2.7121 5.9146  C74 1.092
5 C 0.3584 5.1745 2.3991  H105 1.087, O117 1.430, H122 1.079, H134 1.094
6 C 0.2283 0.6086 1.0898  C25 1.500, O101 1.444, C130 1.553, H151 1.090
7 C -0.2262 2.6411 -3.6618  O9 1.439, C32 1.532, H72 1.096, H89 1.086
8 H -2.7621 -0.0665 -4.4541  C50 1.085
9 O -1.3001 2.6743 -4.6194  C7 1.439, C49 1.357
10 O -6.8686 0.2846 2.5795  C43 1.200
11 C 7.1843 1.4625 -2.6836  O58 1.184, O70 1.320, O147 1.338
12 H 2.6892 0.9607 -4.5919  C53 1.088
13 H -0.8358 -0.4571 2.6538  C25 1.098
14 H 2.5461 2.3487 -3.4529  C53 1.092
15 H -8.1719 -2.8040 4.2944  C38 1.089
16 O -1.6295 0.1118 5.2825  C126 1.189
17 H -3.9475 -7.6348 -1.5641  C146 1.088
18 O 2.2591 -3.4956 -3.3685  C41 1.349, C160 1.428
19 O -1.8645 2.3321 5.5789  C75 1.441, C126 1.343
20 H -0.8340 -3.3134 -8.3121  C42 1.090
21 H 4.6694 1.4540 -3.4899  C69 1.096
22 H -2.9564 -2.0684 -0.7132  C65 1.092
23 C 0.2800 -5.6445 0.5037  O40 1.189, O51 1.324, O127 1.321
24 H 1.2265 -8.0963 1.4802  C116 1.094
25 C 0.1872 -0.2787 2.2981  C6 1.500, H13 1.098, H77 1.091, H161 1.092
26 H 1.1636 -2.9589 -0.1152  C120 1.093
27 O 3.4484 -3.9372 2.1136  C110 1.180
28 H 1.1109 5.5257 -1.0753  C67 1.091
29 O -4.6642 -5.3769 -1.3047  C63 1.201
30 H 9.0492 2.3244 -0.1754  C66 1.089
31 C -2.6144 -2.0204 -6.3344  O46 1.338, O113 1.329, O133 1.191
32 C 0.6660 1.4924 -4.1431  O2 1.443, C7 1.532, C53 1.518, H139 1.087
33 H 0.7004 -4.1826 -4.5854  C160 1.091
34 H -5.7024 3.5911 5.0262  C142 1.094
35 H -6.1022 2.0664 4.2450  C142 1.088
36 O 3.1226 -1.8196 -2.1633  C41 1.183
37 C -4.4311 -0.0279 1.5600  H59 1.090, H88 1.089, O106 1.414, H158 1.091
38 C -8.0198 -1.7720 3.9816  H15 1.089, H111 1.087, O135 1.424, H143 1.089
39 H 1.6971 1.6078 5.7233  C45 1.082
40 O 0.7889 -5.9566 -0.5241  C23 1.189
41 C 2.4958 -2.1966 -3.0933  O18 1.349, O36 1.183, O94 1.336
42 C -1.9135 -3.3226 -8.1595  H20 1.090, O46 1.415, H115 1.088, H121 1.088
43 C -6.2671 -0.7278 2.8086  O10 1.200, O106 1.329, O135 1.325
44 H 0.4208 -5.1677 4.3958  C132 1.090
45 C 2.5688 1.9033 6.2916  H39 1.082, H52 1.090, O73 1.417, H102 1.087
46 O -2.2148 -3.2166 -6.7806  C31 1.338, C42 1.415
47 H -4.5911 6.4411 0.2193  C149 1.084
48 O 5.1139 3.2041 0.7104  C131 1.187
49 C -1.1097 1.7296 -5.5755  O2 1.352, O9 1.357, O90 1.172
50 C -3.2561 -1.0183 -4.2878  H8 1.085, H57 1.085, H108 1.084, O113 1.439
51 O -0.0794 -4.4233 0.8662  C23 1.324, C120 1.398
52 H 2.2955 2.6254 7.0604  C45 1.090
53 C 2.1281 1.8555 -4.3329  H12 1.088, H14 1.092, C32 1.518, H85 1.095
54 H -3.8360 2.9283 3.5432  C137 1.095
55 O 5.2245 3.9670 -1.3946  C91 1.425, C131 1.350
56 H 4.1482 0.7045 -1.9641  C69 1.086
57 H -4.3032 -0.9963 -4.5714  C50 1.085
58 O 7.3183 1.1096 -3.8058  C11 1.184
59 H -3.3890 -0.3003 1.3934  C37 1.090
60 O 0.6484 0.1530 -1.1553  C130 1.442, C150 1.339
61 O 2.2851 -5.1554 3.5948  C110 1.341, C132 1.443
62 O -2.3766 4.4818 2.4585  C107 1.205
63 C -3.5196 -5.2557 -0.9632  O29 1.201, O79 1.326, O81 1.332
64 H 4.2905 5.8849 3.7619  C138 1.089
65 C -3.6600 -2.9033 -0.7321  H22 1.092, O79 1.414, H119 1.091, H144 1.091
66 C 8.0446 2.2966 -0.5955  H30 1.089, H68 1.087, O70 1.419, H125 1.088
67 C 2.1616 5.7892 -1.2068  H28 1.091, C83 1.510, H109 1.092, H162 1.089
68 H 7.6019 3.2791 -0.4545  C66 1.087
69 C 4.9596 0.7725 -2.6821  H21 1.096, H56 1.086, O147 1.436, H155 1.086
70 O 8.1776 1.9551 -1.9667  C11 1.320, C66 1.419
71 H 3.1569 4.9823 2.7155  C138 1.083
72 H 0.2896 3.5993 -3.7957  C7 1.096
73 O 3.5863 2.4387 5.4635  C45 1.417, C156 1.316
74 C 0.2525 -2.5706 4.9180  H4 1.092, H97 1.087, C118 1.499, H153 1.085
75 C -2.9184 3.2930 5.3754  H3 1.092, O19 1.441, H86 1.086, C137 1.547
76 H -0.0975 -3.7193 -1.0572  C120 1.094
77 H 0.6348 0.1557 3.1931  C25 1.091
78 H 2.2105 -3.1440 5.7602  C118 1.089
79 O -2.9236 -4.1082 -0.6707  C63 1.326, C65 1.414
80 O -3.4391 1.1806 4.5461  C126 1.338, C137 1.439
81 O -2.5776 -6.1977 -0.9392  C63 1.332, C146 1.421
82 H 1.7399 -0.6956 -6.5365  C96 1.091
83 C 2.9820 4.5800 -1.5891  C67 1.510, H84 1.095, C91 1.554, O152 1.434
84 H 2.4721 3.9848 -2.3533  C83 1.095
85 H 2.2796 2.5668 -5.1517  C53 1.095
86 H -2.4752 4.0953 4.7940  C75 1.086
87 O 2.2419 -2.9444 3.6986  C110 1.345, C118 1.452
88 H -4.8938 0.1327 0.5870  C37 1.089
89 H -0.6260 2.5401 -2.6567  C7 1.086
90 O -1.8842 1.4570 -6.4112  C49 1.172
91 C 4.4015 4.8364 -2.1675  O55 1.425, C83 1.554, H103 1.093, H104 1.088
92 H -0.4504 -8.4392 1.8973  C116 1.084
93 H 1.7717 -5.4552 5.5340  C132 1.087
94 O 1.9172 -1.4062 -4.0020  C41 1.336, C141 1.437
95 O -1.4618 0.0918 -1.8923  C150 1.204
96 C 1.7413 -1.7805 -6.4198  H82 1.091, H124 1.097, C141 1.504, H148 1.089
97 H -0.4692 -2.9010 4.1753  C74 1.087
98 H 2.1266 1.0842 0.0237  C130 1.087
99 H 2.3167 -4.1408 -5.2959  C160 1.088
100 H 1.8834 -0.6462 0.2323  C130 1.090
101 O -0.9660 0.3712 0.3136  C6 1.444, C150 1.341
102 H 2.9947 1.0283 6.7754  C45 1.087
103 H 4.7166 5.8806 -2.0939  C91 1.093
104 H 4.4889 4.5435 -3.2116  C91 1.088
105 H 0.0980 4.9284 3.4258  C5 1.087
106 O -5.0777 -1.0409 2.3052  C37 1.414, C43 1.329
107 C -1.9593 5.3989 1.7978  O62 1.205, O117 1.325, O145 1.323
108 H -3.0774 -1.3067 -3.2587  C50 1.084
109 H 2.1742 6.5413 -1.9981  C67 1.092
110 C 2.7396 -4.0151 3.0541  O27 1.180, O61 1.341, O87 1.345
111 H -8.2607 -1.1105 4.8104  C38 1.087
112 H -3.2702 -7.9169 0.0369  C146 1.096
113 O -2.5874 -2.0715 -5.0062  C31 1.329, C50 1.439
114 H -0.4852 -2.5178 0.0604  C120 1.093
115 H -2.3935 -2.5215 -8.7175  C42 1.088
116 C 0.1869 -7.8433 1.2532  H24 1.094, H92 1.084, O127 1.418, H157 1.090
117 O -0.7148 5.8496 1.7383  C5 1.430, C107 1.325
118 C 1.5474 -3.3262 4.9154  C74 1.499, H78 1.089, O87 1.452, C132 1.542
119 H -4.2979 -2.8076 0.1476  C65 1.091
120 C 0.1624 -3.3920 -0.0462  H26 1.093, O51 1.398, H76 1.094, H114 1.093
121 H -2.2883 -4.2866 -8.4963  C42 1.088
122 H 1.2601 5.7583 2.3019  C5 1.079
123 O 4.2808 3.8913 4.0827  C138 1.431, C156 1.314
124 H 2.7764 -2.0854 -6.6154  C96 1.097
125 H 7.4856 1.5372 -0.0529  C66 1.088
126 C -2.2348 1.1234 5.1265  O16 1.189, O19 1.343, O80 1.338
127 O -0.0302 -6.4626 1.4932  C23 1.321, C116 1.418
128 H -4.1502 4.7386 0.5457  C149 1.091
129 H -4.5747 5.8183 1.8374  C149 1.093
130 C 1.3714 0.3046 0.0834  C6 1.553, O60 1.442, H98 1.087, H100 1.090
131 C 4.5727 3.5568 -0.2855  O48 1.187, O55 1.350, O152 1.356
132 C 1.4163 -4.8486 4.7047  H44 1.090, O61 1.443, H93 1.087, C118 1.542
133 O -2.9742 -1.1023 -7.0022  C31 1.191
134 H 0.5174 4.2070 1.9142  C5 1.094
135 O -6.6463 -1.7126 3.6092  C38 1.424, C43 1.325
136 H 0.2033 -1.9575 -4.9224  C141 1.091
137 C -3.9722 2.5175 4.5491  H54 1.095, C75 1.547, O80 1.439, C142 1.499
138 C 4.1406 4.9837 3.1684  H1 1.083, H64 1.089, H71 1.083, O123 1.431
139 H 0.6650 0.5933 -3.5329  C32 1.087
140 O 2.1567 3.1738 3.8773  C156 1.212
141 C 1.2694 -2.1567 -5.0418  O94 1.437, C96 1.504, H136 1.091, C160 1.549
142 C -5.4176 2.5378 4.9463  H34 1.094, H35 1.088, C137 1.499, H159 1.093
143 H -8.6746 -1.5975 3.1292  C38 1.089
144 H -4.2053 -2.7863 -1.6694  C65 1.091
145 O -2.6817 6.1092 0.9475  C107 1.323, C149 1.411
146 C -3.0436 -7.5393 -0.9667  H17 1.088, O81 1.421, H112 1.096, H154 1.087
147 O 6.0574 1.3628 -1.9696  C11 1.338, C69 1.436
148 H 1.1754 -2.2660 -7.2140  C96 1.089
149 C -4.0504 5.7726 0.8791  H47 1.084, H128 1.091, H129 1.093, O145 1.411
150 C -0.6792 0.1742 -0.9810  O60 1.339, O95 1.204, O101 1.341
151 H 0.2354 1.6655 1.3570  C6 1.090
152 O 3.2472 3.8183 -0.4032  C83 1.434, C131 1.356
153 H 0.4989 -1.5298 4.7359  C74 1.085
154 H -2.2427 -8.1768 -1.3328  C146 1.087
155 H 5.1909 -0.1805 -3.1484  C69 1.086
156 C 3.2405 3.1629 4.4204  O73 1.316, O123 1.314, O140 1.212
157 H 0.0304 -8.0632 0.1972  C116 1.090
158 H -4.3655 0.9031 2.1241  C37 1.091
159 H -5.5391 2.0477 5.9161  C142 1.093
160 C 1.6270 -3.6101 -4.6434  O18 1.428, H33 1.091, H99 1.088, C141 1.549
161 H 0.5498 -1.3028 2.1902  C25 1.092
162 H 2.5188 6.2079 -0.2675  C67 1.089